[1]
Below is a structure of composition C3H7O2S, with properties calculated with wB97M-V/def2-TZVPD.

Structure (ORCA input):
```
! wB97M-V def2-TZVPD RIJCOSX def2/J DEFGRID3
* xyz -1 1
C -1.525 1.179 -0.125
C -0.395 1.049 0.888
S -0.271 -0.629 1.616
H -2.423 0.683 0.238
H -1.249 0.702 -1.064
H -1.768 2.224 -0.358
H -0.521 1.768 1.691
H 0.562 1.285 0.416
O 2.681 -1.597 -1.752
C 1.875 -1.769 -0.856
O 0.598 -1.608 -0.937
H 2.228 -2.068 0.148
H 0.207 -1.219 0.094
*
```

For the HOMO energy, the calculation gives -3.72 eV. Its gap between HOMO and LUMO is 0.279 hartree. As for the relative energy (zero: lowest compared OMol25 entry of this formula, charge and spin): 6.1 kcal per mole. As for the total energy: -18156.349 eV.

---

[2]
Below is a structure of composition C36H89BeKN3O12 in a non-equilibrium geometry, with properties calculated with wB97M-V/def2-TZVPD.

Structure (ORCA input):
```
! wB97M-V def2-TZVPD RIJCOSX def2/J DEFGRID3
* xyz 2 2
Be -14.456 -25.307 25.178
K -18.274 -21.898 25.372
O -15.888 -25.092 22.755
C -16.983 -25.777 23.298
C -17.715 -25.401 24.682
O -16.986 -25.065 25.862
H -16.489 -26.715 23.551
H -17.633 -25.961 22.442
H -18.425 -26.168 24.992
H -18.442 -24.620 24.458
C -19.606 -27.204 19.502
C -19.467 -26.700 18.017
C -18.458 -27.659 17.368
C -18.999 -29.051 17.030
C -20.291 -29.089 16.237
C -21.372 -28.202 16.860
N -20.790 -26.865 17.261
O -21.625 -25.723 17.240
C -22.444 -27.943 15.778
C -21.944 -28.882 18.087
C -18.794 -25.261 17.850
H -20.385 -26.625 19.998
H -18.699 -27.138 20.102
H -19.914 -28.248 19.564
H -17.998 -27.192 16.497
H -17.619 -27.768 18.055
H -19.010 -29.601 17.971
H -18.214 -29.540 16.454
H -20.527 -30.152 16.291
H -19.987 -28.783 15.236
H -23.348 -27.533 16.228
H -22.035 -27.184 15.111
H -22.642 -28.824 15.167
H -22.295 -28.116 18.777
H -22.766 -29.582 17.938
H -21.174 -29.483 18.570
H -17.714 -25.218 17.988
H -19.377 -24.598 18.489
H -18.880 -24.887 16.830
H -21.927 -25.661 18.149
C -22.126 -28.085 22.024
C -22.104 -27.384 23.410
C -23.561 -26.980 23.850
C -24.412 -28.129 24.411
C -23.766 -28.696 25.639
C -22.322 -29.194 25.271
N -21.528 -28.110 24.557
O -20.253 -28.460 24.294
C -21.645 -29.409 26.691
C -22.294 -30.594 24.635
C -21.262 -26.114 23.224
H -23.006 -28.727 22.003
H -21.217 -28.646 21.808
H -22.221 -27.397 21.184
H -23.533 -26.306 24.707
H -24.124 -26.609 22.994
H -24.388 -28.952 23.697
H -25.401 -27.777 24.706
H -24.379 -29.529 25.982
H -23.740 -27.939 26.423
H -22.265 -30.016 27.350
H -20.607 -29.733 26.614
H -21.492 -28.442 27.171
H -22.877 -30.649 23.716
H -21.347 -30.955 24.232
H -22.749 -31.322 25.307
H -20.925 -25.604 24.126
H -21.863 -25.347 22.735
H -20.359 -26.248 22.627
H -19.777 -27.723 24.683
C -15.473 -29.222 21.515
C -16.328 -30.494 21.979
C -15.436 -31.630 21.433
C -15.858 -32.989 21.961
C -15.854 -33.119 23.519
C -16.733 -31.936 24.122
N -16.449 -30.615 23.465
O -16.698 -29.447 24.205
C -18.260 -32.368 24.157
C -16.186 -31.863 25.589
C -17.729 -30.410 21.399
H -15.420 -29.232 20.426
H -14.459 -29.071 21.887
H -16.017 -28.306 21.745
H -15.668 -31.672 20.368
H -14.347 -31.612 21.467
H -15.192 -33.696 21.467
H -16.913 -33.099 21.708
H -14.810 -33.178 23.828
H -16.349 -34.037 23.834
H -18.457 -33.173 24.864
H -18.898 -31.571 24.540
H -18.645 -32.618 23.168
H -15.247 -31.344 25.787
H -16.864 -31.333 26.257
H -16.029 -32.862 25.996
H -17.753 -30.379 20.310
H -18.196 -29.460 21.659
H -18.385 -31.227 21.697
H -17.637 -29.294 24.078
C -15.772 -23.365 28.712
O -15.585 -22.906 27.366
H -15.084 -22.883 29.406
H -16.723 -22.949 29.043
H -15.713 -24.445 28.848
H -16.309 -23.207 26.812
C -14.678 -25.386 18.913
O -15.043 -24.647 20.006
H -15.507 -26.020 18.600
H -14.248 -24.734 18.152
H -13.861 -26.025 19.248
H -15.501 -25.226 20.619
C -17.453 -28.364 27.363
O -17.282 -27.164 27.982
H -17.544 -29.215 28.038
H -18.295 -28.432 26.674
H -16.511 -28.588 26.862
H -17.561 -26.469 27.381
C -19.163 -22.659 21.698
O -17.880 -22.055 21.727
H -19.397 -23.238 22.591
H -19.931 -21.892 21.602
H -19.215 -23.393 20.894
H -17.973 -21.136 21.467
C -19.698 -23.862 27.699
O -20.337 -23.029 26.797
H -18.620 -23.699 27.675
H -20.084 -23.525 28.660
H -19.880 -24.933 27.612
H -21.282 -23.174 26.891
C -13.455 -28.777 24.996
O -14.474 -27.839 24.730
H -13.868 -29.497 25.701
H -13.064 -29.243 24.092
H -12.691 -28.224 25.543
H -15.109 -28.416 24.299
C -13.835 -26.750 28.514
O -14.687 -26.510 27.427
H -12.909 -26.274 28.192
H -14.244 -26.281 29.409
H -13.585 -27.801 28.659
H -15.559 -26.814 27.688
*
```

For the HOMO energy (spin up / spin down), the calculation gives -11.95 / -11.95 eV. Its gap between HOMO and LUMO (spin up / spin down) is 0.184 / 0.148 hartree. Its expectation value of S² is 0.755. As for the total energy: -84513.747 eV.

---

[3]
Below is a cluster of 2 separate species, C2H8N3O in total in a non-equilibrium geometry, with properties calculated with wB97M-V/def2-TZVPD.

Structure (ORCA input):
```
! wB97M-V def2-TZVPD RIJCOSX def2/J DEFGRID3
* xyz 1 1
C 0.065 0.472 1.027
C -1.055 0.251 -1.310
N -0.695 1.606 1.410
N 1.257 -0.050 0.800
N 1.577 -1.349 1.114
O -1.009 0.242 1.794
H -1.030 0.413 -2.385
H -1.980 0.660 -1.121
H -1.190 -0.770 -1.058
H -0.457 2.099 2.305
H 1.986 0.568 0.578
H 1.902 -1.913 0.247
H -0.048 0.668 -1.049
H 0.989 -1.804 1.732
*
```

For the HOMO energy, the calculation gives -15.28 eV. Its gap between HOMO and LUMO is 0.376 hartree. As for the relative energy (zero: lowest compared OMol25 entry of this formula, charge and spin): 181.7 kcal per mole. As for the total energy: -8708.597 eV.

---

[4]
Below is a structure of composition C2H2DyFO2 in a non-equilibrium geometry, with properties calculated with wB97M-V/def2-TZVPD.

Structure (ORCA input):
```
! wB97M-V def2-TZVPD RIJCOSX def2/J DEFGRID3
* xyz 1 7
Dy -1.633 -1.205 0.308
F -2.671 -1.973 -1.348
O 0.659 -1.163 0.187
C 1.163 -0.004 -0.008
C 0.345 1.137 0.233
O -0.895 0.961 0.491
H 2.243 0.109 -0.172
H 0.789 2.138 0.308
*
```

For the HOMO energy (spin up / spin down), the calculation gives -13.37 / -14.07 eV. Its gap between HOMO and LUMO (spin up / spin down) is 0.198 / 0.248 hartree. As for the relative energy (zero: lowest compared OMol25 entry of this formula, charge and spin): 12.4 kcal per mole. Its expectation value of S² is 12.070. As for the total energy: -32995.154 eV.

---

[5]
Below is an isolated molecule of C22H31N3O3S in a non-equilibrium geometry, with properties calculated with wB97M-V/def2-TZVPD.

Structure (ORCA input):
```
! wB97M-V def2-TZVPD RIJCOSX def2/J DEFGRID3
* xyz 0 1
C 7.306 3.043 -0.020
C 6.252 1.981 0.009
C 6.163 1.034 -1.005
C 5.179 0.065 -0.988
C 4.256 0.027 0.055
C 4.338 0.974 1.076
C 5.325 1.936 1.047
H 5.383 2.667 1.841
H 3.620 0.935 1.880
C 3.220 -0.978 0.091
N 2.309 -1.114 1.014
C 1.553 -2.189 0.631
C 2.040 -2.662 -0.559
O 3.107 -1.899 -0.891
C 1.609 -3.766 -1.450
H 1.557 -4.704 -0.899
H 2.315 -3.867 -2.269
H 0.621 -3.547 -1.853
C 0.355 -2.609 1.369
H 0.428 -2.400 2.432
H 0.121 -3.656 1.191
S -1.109 -1.631 0.709
O -0.847 -1.514 -0.736
C -0.569 -0.024 1.451
C -1.310 1.151 0.839
O -1.949 1.932 1.517
N -1.151 1.249 -0.494
C -1.877 2.217 -1.280
H -1.192 2.656 -2.013
H -2.215 2.998 -0.596
C -3.082 1.610 -2.037
N -4.174 1.096 -1.249
C -4.774 2.079 -0.368
C -6.172 1.677 0.107
H -6.774 1.361 -0.746
C -6.149 0.587 1.178
H -7.036 0.680 1.810
H -5.282 0.757 1.819
C -6.112 -0.840 0.623
C -5.253 -1.014 -0.632
H -5.818 -0.717 -1.516
H -5.011 -2.074 -0.738
C -3.955 -0.198 -0.630
H -3.211 -0.734 -1.221
H -3.571 -0.116 0.398
H -7.129 -1.162 0.385
H -5.740 -1.502 1.410
H -6.636 2.571 0.530
H -4.855 3.011 -0.936
H -4.150 2.271 0.520
H -3.483 2.397 -2.685
H -2.720 0.799 -2.677
H -0.785 0.440 -0.984
H -0.789 -0.076 2.515
H 0.507 0.069 1.288
H 5.119 -0.667 -1.780
H 6.876 1.055 -1.817
H 8.137 2.752 -0.658
H 7.680 3.244 0.981
H 6.887 3.971 -0.412
*
```

For the HOMO energy, the calculation gives -7.85 eV. Its gap between HOMO and LUMO is 0.308 hartree. As for the relative energy (zero: lowest compared OMol25 entry of this formula, charge and spin): 65.0 kcal per mole. As for the total energy: -44765.368 eV.

---

[6]
Below is the ion C6H10 with charge -1 in a non-equilibrium geometry, with properties calculated with wB97M-V/def2-TZVPD.

Structure (ORCA input):
```
! wB97M-V def2-TZVPD RIJCOSX def2/J DEFGRID3
* xyz -1 2
C 0.962 1.880 0.066
C 1.362 1.783 -1.274
C -0.218 1.111 0.544
C -0.026 -0.397 0.448
C -1.034 -1.259 0.273
C -0.902 -2.741 0.020
H 1.311 2.693 0.708
H 2.312 2.161 -1.619
H 0.642 1.348 -1.971
H -1.078 1.311 -0.145
H -0.513 1.359 1.566
H 0.863 -0.796 0.949
H -2.043 -0.860 0.143
H -1.732 -3.296 0.464
H 0.028 -3.119 0.461
H -0.832 -2.870 -1.056
*
```

For the HOMO energy (spin up / spin down), the calculation gives 1.12 / -2.65 eV. Its gap between HOMO and LUMO (spin up / spin down) is 0.106 / 0.244 hartree. As for the relative energy (zero: lowest compared OMol25 entry of this formula, charge and spin): 32.4 kcal per mole. Its expectation value of S² is 0.754. As for the total energy: -6380.721 eV.

---

[7]
Below is a structure of composition C31H56BaN3O3P2 in a non-equilibrium geometry, with properties calculated with wB97M-V/def2-TZVPD.

Structure (ORCA input):
```
! wB97M-V def2-TZVPD RIJCOSX def2/J DEFGRID3
* xyz 1 1
C -1.187 -1.897 -1.791
C 1.039 -1.191 -1.517
C -0.877 -2.537 -2.994
C 1.408 -1.910 -2.683
C 0.441 -2.551 -3.442
H -1.681 -3.027 -3.539
H 2.469 -1.989 -2.920
H 0.711 -3.070 -4.358
N -0.261 -1.270 -1.041
P -3.104 -1.030 0.174
P 3.050 0.834 -0.455
C -2.663 -1.945 -1.364
H -3.282 -1.556 -2.190
H -2.953 -3.004 -1.265
C -0.752 3.648 2.094
O -0.663 4.710 2.514
C 2.080 -0.578 -0.706
H 2.605 -1.373 -0.134
C 4.431 1.227 -1.640
C 3.580 0.974 1.315
C -4.366 0.351 -0.285
C -3.816 -2.431 1.225
C 4.285 2.711 -2.024
H 4.491 3.364 -1.164
H 5.015 2.950 -2.811
H 3.288 2.954 -2.400
C 5.853 1.035 -1.078
H 6.065 1.652 -0.199
H 6.057 -0.019 -0.852
H 6.562 1.342 -1.863
C 4.340 0.288 -2.861
H 4.810 0.769 -3.731
H 4.871 -0.654 -2.665
H 3.315 0.018 -3.127
C 4.091 2.409 1.543
H 3.306 3.141 1.307
H 4.355 2.520 2.605
H 4.982 2.654 0.954
C 2.423 0.715 2.302
H 1.668 1.516 2.253
H 1.984 -0.289 2.166
H 2.827 0.735 3.324
C 4.649 -0.089 1.643
H 5.599 0.075 1.129
H 4.850 -0.051 2.724
H 4.291 -1.100 1.403
C -4.280 -1.866 2.582
H -4.696 -2.694 3.176
H -3.444 -1.430 3.152
H -5.060 -1.098 2.487
C -2.671 -3.435 1.470
H -2.287 -3.868 0.538
H -1.830 -2.980 2.014
H -3.060 -4.260 2.084
C -4.980 -3.147 0.524
H -5.185 -4.075 1.078
H -5.900 -2.554 0.532
H -4.753 -3.425 -0.512
C -4.180 0.781 -1.748
H -4.549 0.020 -2.450
H -4.772 1.694 -1.921
H -3.136 1.013 -2.000
C -4.077 1.547 0.654
H -3.083 1.997 0.481
H -4.818 2.337 0.459
H -4.157 1.274 1.719
C -5.819 -0.099 -0.102
H -6.077 -0.932 -0.768
H -6.059 -0.368 0.934
H -6.471 0.746 -0.372
Ba -0.533 0.378 1.377
N 1.153 1.923 -0.065
C 1.427 1.455 -1.195
C 0.793 1.977 -2.580
C 1.500 1.481 -3.822
C -0.649 1.503 -2.648
C 0.746 3.509 -2.557
H 2.529 1.840 -3.891
H 1.478 0.388 -3.876
H 0.974 1.861 -4.712
H -1.208 1.836 -1.763
H -1.144 1.925 -3.539
H -0.710 0.415 -2.720
H 0.283 3.883 -3.484
H 0.146 3.843 -1.701
H 1.736 3.968 -2.470
N -0.181 -2.667 5.588
C -0.435 -1.197 5.699
C -0.447 -0.707 4.272
O -0.647 0.513 4.019
O -0.244 -1.606 3.368
H -0.966 -3.206 5.964
H 0.644 -2.947 6.127
H -0.057 -2.819 4.552
H -1.395 -1.024 6.191
H 0.363 -0.730 6.279
*
```

For the HOMO energy, the calculation gives -7.54 eV. Its gap between HOMO and LUMO is 0.166 hartree. As for the relative energy (zero: lowest compared OMol25 entry of this formula, charge and spin): 105.8 kcal per mole. As for the total energy: -62931.959 eV.

---

[8]
Below is the ion C2H7N2O with charge +1 in a non-equilibrium geometry, with properties calculated with wB97M-V/def2-TZVPD.

Structure (ORCA input):
```
! wB97M-V def2-TZVPD RIJCOSX def2/J DEFGRID3
* xyz 1 1
C 0.078 -0.138 0.080
C 1.622 -0.447 0.186
N -0.142 1.196 -0.263
N -1.087 -0.806 0.182
O -2.279 -0.147 0.289
H -1.138 -1.818 0.161
H 2.228 0.521 0.160
H 1.666 -0.887 -0.789
H 1.845 -1.224 0.916
H 0.671 1.769 -0.195
H -0.923 1.724 -0.164
H -2.540 0.257 -0.564
*
```

For the HOMO energy, the calculation gives -15.79 eV. Its gap between HOMO and LUMO is 0.431 hartree. As for the relative energy (zero: lowest compared OMol25 entry of this formula, charge and spin): 65.1 kcal per mole. As for the SMILES: C/C(N)=[NH+]/O. As for the total energy: -7206.324 eV.